{
  "formula": "C42H31MnN9",
  "method": "wB97M-V/def2-TZVPD",
  "elements": ["Mn", "C", "C", "C", "C", "C", "N", "C", "C", "C", "C", "C", "C", "C", "C", "N", "C", "N", "C", "N", "C", "N", "C", "N", "C", "N", "C", "C", "C", "C", "C", "C", "C", "C", "C", "C", "C", "C", "C", "C", "N", "H", "H", "H", "H", "H", "H", "H", "H", "H", "H", "H", "H", "H", "H", "H", "H", "C", "N", "C", "C", "C", "C", "C", "C", "C", "C", "H", "H", "H", "H", "H", "H", "H", "H", "H", "H", "H", "H", "C", "H", "H", "H"],
  "coordinates": [[-0.13852, 0.08338, -0.35939], [-4.61153, 1.81073, 3.94370], [-5.58211, 1.42441, 3.02556], [-5.23222, 0.87111, 1.80383], [-3.88362, 0.71866, 1.52497], [-3.19883, 0.18055, 0.35945], [-3.73678, -0.13953, -0.82370], [-2.94475, -0.46882, -1.79729], [-3.44400, -0.73343, -3.13695], [-4.72007, -0.74413, -3.66499], [-4.84849, -1.00080, -5.02890], [-3.73770, -1.22468, -5.83231], [-2.45068, -1.22674, -5.29876], [-2.32210, -0.98781, -3.94325], [-1.18107, -0.95219, -3.04431], [-0.00485, -1.39605, -3.39535], [1.09942, -1.33638, -2.70468], [1.37786, -0.51956, -1.64553], [2.72744, -0.67673, -1.36326], [3.48357, -0.09196, -0.49044], [3.00838, 0.67761, 0.48516], [1.74092, 0.71796, 0.81831], [1.56762, 1.62418, 1.95482], [0.74454, 0.91435, 3.01143], [-1.61002, 0.77178, 1.84272], [-1.91429, 0.09060, 0.60945], [-2.89510, 1.12001, 2.45664], [-3.25614, 1.66463, 3.67340], [2.94645, 2.04776, 2.32955], [3.42388, 2.84329, 3.34823], [4.80247, 2.99418, 3.46022], [5.67532, 2.37513, 2.57505], [5.19948, 1.59835, 1.52877], [3.82802, 1.44603, 1.41452], [3.29307, -1.70102, -2.22635], [4.54804, -2.27354, -2.24924], [4.74252, -3.33352, -3.13064], [3.72962, -3.75693, -3.98155], [2.47012, -3.15874, -3.97615], [2.26208, -2.13712, -3.06820], [-1.56014, -0.60348, -1.78327], [-4.91558, 2.22481, 4.89270], [-6.62405, 1.55737, 3.27547], [-5.97139, 0.54896, 1.08884], [-5.57831, -0.56189, -3.03920], [-5.83323, -1.02699, -5.47095], [-3.87319, -1.40030, -6.88895], [-1.58786, -1.39893, -5.91971], [-2.51545, 1.96441, 4.39906], [2.76296, 3.33596, 4.04353], [5.19662, 3.60636, 4.25575], [6.73888, 2.50452, 2.70388], [5.86420, 1.11655, 0.83028], [5.32798, -1.91152, -1.59972], [5.69662, -3.83687, -3.14832], [3.91885, -4.57730, -4.65650], [1.68578, -3.48813, -4.63905], [-1.13978, -2.74899, 0.60575], [0.01916, -1.84772, 0.70979], [1.20638, -2.67582, 0.45686], [0.10479, -1.25694, 2.05843], [-0.23363, 0.23783, 2.17096], [0.23590, 1.66938, 4.00478], [0.09476, 3.05468, 3.85995], [0.08563, 3.50412, 2.57092], [0.48226, 2.59728, 1.47982], [-0.43234, 1.37465, 1.13508], [-1.00098, -3.63243, 1.23796], [-1.25084, -3.08052, -0.42638], [-2.05889, -2.25281, 0.91067], [1.26517, -3.50608, 1.16909], [2.11919, -2.08905, 0.54366], [1.15180, -3.09403, -0.54868], [1.13370, -1.34783, 2.42145], [-0.53608, -1.80882, 2.75900], [-0.18660, 1.12930, 4.84123], [-0.16008, 3.68800, 4.69203], [-0.23863, 4.50047, 2.31976], [0.74968, 3.13838, 0.57441], [-0.26599, 1.82792, -1.54297], [0.65218, 2.41701, -1.46953], [-1.10853, 2.47373, -1.28379], [-0.37884, 1.55975, -2.59861]],
  "forces_ev_per_angstrom": [[-0.3, 0.9, -1.2], [0.1, 0.0, 0.1], [0.0, 0.0, 0.0], [0.2, 0.0, -0.1], [0.1, 0.4, 0.6], [1.4, -0.2, 0.1], [-0.5, -0.1, -0.6], [0.0, 0.2, 0.6], [0.2, -0.2, -1.1], [0.3, 0.0, 0.2], [0.0, 0.0, 0.0], [0.0, 0.0, 0.1], [0.1, 0.0, 0.3], [-1.0, 0.2, 0.0], [-0.1, -0.2, 0.8], [0.1, -0.2, -0.6], [0.0, 0.6, 0.3], [-0.3, 0.0, 0.1], [0.0, 0.2, 0.2], [0.6, -0.2, -0.4], [-1.1, -0.2, 0.4], [0.3, -0.2, -0.3], [0.1, 0.7, -0.5], [0.2, 0.9, 0.8], [0.1, 0.4, -0.3], [-0.5, -0.5, 0.3], [-0.5, 0.0, -0.2], [-0.1, -0.1, -0.1], [0.4, -0.1, -0.3], [0.0, -0.1, 0.0], [0.0, 0.0, 0.0], [0.0, 0.0, 0.0], [-0.3, -0.1, -0.1], [0.0, 0.5, 0.6], [-0.2, -0.7, -0.7], [-0.3, 0.2, 0.0], [0.0, 0.0, 0.0], [0.0, 0.0, 0.0], [-0.2, 0.2, 0.2], [1.0, -0.1, 0.3], [0.6, 0.0, 0.1], [-0.1, 0.1, 0.1], [-0.1, 0.0, 0.0], [-0.1, 0.0, -0.1], [-0.1, 0.0, 0.1], [-0.1, 0.0, 0.0], [0.0, 0.0, -0.1], [0.1, -0.1, -0.1], [0.0, 0.1, 0.1], [0.0, 0.0, 0.1], [0.1, 0.1, 0.1], [0.1, 0.0, 0.0], [0.1, 0.0, -0.1], [0.1, 0.0, 0.1], [0.1, 0.0, -0.1], [0.0, -0.1, -0.1], [-0.1, 0.0, -0.1], [-0.4, -0.2, -0.1], [0.0, 0.0, 0.1], [0.4, -0.1, -0.1], [0.2, 0.0, 0.1], [-0.7, -0.9, 0.4], [0.1, -0.7, -0.7], [0.4, 0.8, -0.1], [-0.2, -0.6, 0.5], [0.3, -0.8, -0.6], [-0.3, 0.5, 0.0], [0.1, 0.1, 0.0], [0.0, 0.0, 0.0], [0.1, 0.0, -0.1], [0.0, 0.0, 0.0], [-0.1, 0.0, 0.0], [0.0, 0.0, 0.1], [-0.2, 0.0, -0.1], [0.1, 0.1, -0.1], [-0.3, -0.1, 0.0], [-0.1, 0.0, 0.1], [-0.1, 0.2, 0.1], [0.0, -0.1, 0.0], [0.1, 0.1, 0.3], [0.1, -0.2, 0.2], [0.0, -0.1, 0.1], [0.1, -0.3, 0.3]],
  "lowdin_spin": [1.31, 0.00, 0.00, 0.00, 0.00, 0.00, 0.00, 0.00, 0.00, 0.00, 0.00, 0.00, 0.00, 0.00, 0.00, 0.00, 0.00, -0.01, 0.00, 0.00, 0.00, -0.02, 0.00, 0.00, 0.00, -0.03, 0.00, 0.00, 0.00, 0.00, 0.00, 0.00, 0.00, 0.00, 0.00, 0.00, 0.00, 0.00, 0.00, 0.00, -0.01, 0.00, 0.00, 0.00, 0.00, 0.00, 0.00, 0.00, 0.00, 0.00, 0.00, 0.00, 0.00, 0.00, 0.00, 0.00, 0.00, 0.00, 0.00, 0.00, 0.00, 0.01, -0.01, 0.00, -0.01, -0.01, -0.08, 0.00, 0.00, 0.00, 0.00, 0.00, 0.00, 0.00, 0.00, 0.00, 0.00, 0.00, 0.00, -0.11, 0.00, 0.00, 0.00],
  "multiplicity": 2,
  "charge": 2,
  "e_lumo_ev": [-7.778, -7.741],
  "homo_ev": [-13.86, -13.81],
  "relative_energy_kj_mol": 31.7,
  "homo_lumo_gap_ev": [6.09, 6.07]
}